# 1
A 6-piece molecular cluster, C31H70N6O6 overall at a distorted geometry. Source: OMol25; level of theory: ωB97M-V with the def2-TZVPD basis set.

```
! wB97M-V def2-TZVPD RIJCOSX def2/J DEFGRID3
* xyz 4 1
N 0.172 -0.689 -0.547
O 0.257 -1.736 -1.187
O -0.902 -0.111 -0.435
O 1.178 -0.276 0.060
C 1.097 -3.265 5.786
C 1.405 -3.024 4.315
O 2.298 -2.369 3.911
N 0.331 -3.615 3.325
H 0.318 -4.632 3.340
H -0.611 -3.429 3.655
C 0.297 -2.887 1.955
H 0.067 -3.069 6.088
H 1.618 -2.531 6.401
H 1.385 -4.260 6.128
H -0.684 -2.418 2.004
H 0.349 -3.599 1.134
H 1.031 -2.088 1.880
C 2.847 0.710 2.972
C 1.737 1.629 3.446
O 0.601 1.545 3.034
N 2.120 2.657 4.488
H 2.835 2.143 4.999
H 2.560 3.449 4.027
C 0.946 2.957 5.429
H 2.422 -0.043 2.313
H 3.305 0.214 3.829
H 3.593 1.360 2.511
H 0.379 2.037 5.551
H 0.352 3.716 4.924
H 1.239 3.294 6.422
C -2.878 -3.310 -0.603
C -2.695 -3.625 -2.105
C -3.056 -2.379 -3.026
C -2.688 -2.518 -4.524
C -1.200 -2.837 -4.638
C -0.703 -4.040 -3.772
N -1.234 -3.923 -2.422
O -0.570 -4.473 -1.462
C 0.857 -4.006 -3.804
C -1.138 -5.381 -4.386
C -3.587 -4.809 -2.493
H -2.624 -4.098 0.103
H -3.916 -3.026 -0.426
H -2.356 -2.383 -0.354
H -2.427 -1.552 -2.686
H -4.083 -2.068 -2.837
H -3.160 -1.647 -4.977
H -3.197 -3.338 -5.038
H -0.695 -1.918 -4.332
H -0.965 -2.940 -5.697
H 1.202 -3.820 -4.819
H 1.354 -4.895 -3.416
H 1.202 -3.255 -3.091
H -0.472 -5.641 -5.208
H -2.158 -5.540 -4.734
H -1.005 -6.107 -3.582
H -4.475 -4.683 -1.875
H -3.137 -5.784 -2.307
H -3.959 -4.774 -3.516
C -4.779 0.506 -0.381
C -3.635 1.213 0.442
C -4.101 2.433 1.237
N -3.000 3.187 1.948
C -2.587 2.498 3.287
C -3.299 4.671 2.274
C -1.994 5.447 2.003
C -0.916 4.489 1.558
C -1.736 3.287 1.094
H -4.388 -0.228 -1.085
H -5.504 1.073 -0.966
H -5.433 -0.036 0.303
H -2.835 1.453 -0.256
H -3.215 0.459 1.109
H -4.891 2.363 1.986
H -4.538 3.158 0.547
H -3.532 2.444 3.825
H -1.779 3.047 3.763
H -2.271 1.481 3.059
H -3.474 4.798 3.343
H -4.194 5.074 1.803
H -1.768 6.067 2.872
H -2.148 6.258 1.290
H -0.225 4.118 2.318
H -0.262 4.788 0.739
H -1.245 2.327 1.252
H -1.895 3.379 0.021
C 5.375 -1.056 -2.752
C 4.150 -0.257 -2.331
C 4.321 1.232 -2.457
N 3.138 2.091 -1.977
C 1.912 1.679 -2.783
C 3.403 3.605 -2.228
C 4.001 4.238 -1.002
C 3.541 3.289 0.141
C 2.890 2.057 -0.448
H 5.216 -1.299 -3.802
H 5.549 -2.003 -2.244
H 6.214 -0.386 -2.563
H 3.784 -0.424 -1.313
H 3.283 -0.640 -2.872
H 4.432 1.412 -3.528
H 5.172 1.610 -1.890
H 1.685 0.638 -2.566
H 2.159 1.886 -3.823
H 1.126 2.344 -2.428
H 2.498 4.171 -2.444
H 4.057 3.645 -3.099
H 3.641 5.263 -0.955
H 5.089 4.200 -0.966
H 2.810 3.784 0.783
H 4.399 3.080 0.781
H 1.803 2.052 -0.384
H 3.217 1.139 0.035
*
```

energy above the lowest of the compared OMol25 structures with the same formula, charge and spin	0.0	kcal/mol
frontier orbital gap	6.74	eV
energy	-54463.8146	eV
lowest unoccupied orbital energy	-10.9252	eV
HOMO energy	-17.665	eV

# 2
C31H71BrNO24P4S4 as an isolated structure at a distorted geometry. Source: OMol25; level of theory: ωB97M-V with the def2-TZVPD basis set.

```
! wB97M-V def2-TZVPD RIJCOSX def2/J DEFGRID3
* xyz -1 1
C 1.066 1.954 -3.395
C 0.591 2.327 -4.823
C 1.673 2.169 -5.878
O 2.461 0.981 -5.680
C 3.654 1.077 -6.345
O 3.742 1.063 -7.539
C 4.889 1.253 -5.444
S 4.502 0.518 -3.822
S 5.827 1.406 -2.486
O 7.104 1.612 -3.102
O 5.903 0.483 -1.392
N 5.139 2.754 -1.879
S 4.890 3.878 -2.995
O 5.974 4.122 -3.901
O 3.645 3.740 -3.713
Br 4.704 5.730 -1.751
O -0.660 1.709 -5.190
C -0.542 0.425 -5.654
O -0.910 0.192 -6.776
C -0.009 -0.717 -4.779
S 0.435 -2.173 -5.782
H 0.814 2.783 -2.732
H 0.548 1.085 -3.000
H 2.147 1.863 -3.363
H 0.391 3.396 -4.771
H 1.275 2.251 -6.893
H 2.341 3.030 -5.757
H 5.075 2.326 -5.382
H 5.701 0.735 -5.944
H -0.739 -0.992 -4.016
H 0.894 -0.443 -4.241
H 0.971 -1.595 -6.873
O 3.773 9.657 0.039
P 3.704 11.080 0.459
O 2.230 11.242 1.139
C 1.985 10.636 2.408
C 2.612 11.422 3.547
O 3.389 11.810 -0.976
C 3.694 11.157 -2.211
C 2.461 10.497 -2.793
O 4.265 12.510 1.068
C 5.692 12.737 1.052
C 6.239 12.921 -0.352
H 2.345 9.603 2.404
H 0.903 10.607 2.535
H 3.703 11.380 3.500
H 2.300 11.019 4.512
H 2.328 12.473 3.492
H 4.502 10.437 -2.084
H 4.057 11.926 -2.898
H 1.973 9.852 -2.063
H 2.718 9.899 -3.668
H 1.730 11.253 -3.088
H 6.199 11.912 1.559
H 5.868 13.640 1.636
H 6.209 11.983 -0.911
H 7.276 13.256 -0.319
H 5.645 13.646 -0.906
O -0.742 -3.227 -1.297
P -0.386 -4.335 -0.361
O 1.137 -4.663 -0.867
C 2.182 -3.733 -0.564
C 2.628 -3.822 0.885
O -1.162 -5.603 -1.059
C -2.313 -5.383 -1.875
C -1.929 -5.376 -3.339
O -0.094 -5.334 0.972
C -0.955 -5.252 2.105
C -2.356 -5.751 1.789
H 1.860 -2.717 -0.809
H 3.016 -3.980 -1.221
H 1.840 -3.480 1.562
H 3.511 -3.205 1.055
H 2.857 -4.853 1.155
H -2.821 -4.459 -1.595
H -3.012 -6.200 -1.680
H -1.105 -4.688 -3.527
H -2.776 -5.084 -3.962
H -1.592 -6.365 -3.653
H -0.982 -4.218 2.462
H -0.521 -5.864 2.895
H -2.875 -5.067 1.112
H -2.952 -5.831 2.700
H -2.319 -6.722 1.298
O 0.121 -2.167 7.202
P 1.333 -1.657 6.505
O 1.064 -1.961 4.929
C 0.080 -1.193 4.233
C 0.593 0.197 3.896
O 2.404 -2.859 6.834
C 2.199 -3.745 7.932
C 1.579 -5.047 7.466
O 2.583 -0.628 6.205
C 3.017 0.250 7.269
C 3.687 -0.498 8.407
H -0.843 -1.137 4.819
H -0.149 -1.730 3.312
H 0.731 0.793 4.800
H -0.110 0.721 3.247
H 1.560 0.139 3.398
H 1.594 -3.274 8.707
H 3.180 -3.943 8.370
H 0.684 -4.870 6.870
H 1.312 -5.675 8.318
H 2.279 -5.595 6.834
H 2.166 0.829 7.635
H 3.723 0.949 6.823
H 2.962 -1.096 8.965
H 4.150 0.200 9.105
H 4.445 -1.181 8.027
O -6.478 -6.576 -1.016
P -7.964 -6.562 -1.072
O -8.402 -5.314 -0.121
C -8.163 -3.980 -0.577
C -9.166 -3.548 -1.632
O -8.322 -7.788 -0.039
C -7.356 -8.794 0.267
C -6.664 -8.495 1.582
O -9.452 -6.707 -1.767
C -9.562 -7.483 -2.982
C -9.337 -8.966 -2.750
H -7.140 -3.893 -0.955
H -8.248 -3.334 0.296
H -9.032 -4.114 -2.557
H -9.049 -2.488 -1.864
H -10.185 -3.726 -1.290
H -6.634 -8.902 -0.543
H -7.894 -9.742 0.343
H -6.266 -7.481 1.600
H -5.845 -9.195 1.756
H -7.372 -8.573 2.408
H -8.860 -7.098 -3.726
H -10.569 -7.319 -3.363
H -8.291 -9.172 -2.509
H -9.592 -9.537 -3.644
H -9.937 -9.322 -1.914
*
```

energy above the lowest of the compared OMol25 structures with the same formula, charge and spin	0.0	kcal/mol
frontier orbital gap	7.25	eV
energy	-234471.3303	eV
lowest unoccupied orbital energy	0.9324	eV
HOMO energy	-6.313	eV

# 3
A 9-piece molecular cluster, C31H71F6N10O15S6 overall at a distorted geometry. Source: OMol25; level of theory: ωB97M-V with the def2-TZVPD basis set.

```
! wB97M-V def2-TZVPD RIJCOSX def2/J DEFGRID3
* xyz 3 1
C -14.731 16.654 -6.656
C -14.101 17.244 -5.321
N -12.691 16.960 -5.293
C -11.757 17.818 -4.739
C -10.406 17.238 -4.777
N -10.564 16.089 -5.542
C -11.942 15.872 -5.726
C -9.572 15.101 -5.906
H -15.056 15.615 -6.613
H -14.118 16.711 -7.556
H -15.614 17.268 -6.838
H -14.507 16.783 -4.422
H -14.197 18.327 -5.404
H -12.009 18.788 -4.335
H -9.497 17.665 -4.379
H -12.368 14.984 -6.170
H -10.149 14.291 -6.353
H -9.019 14.627 -5.095
H -8.902 15.549 -6.640
C -6.559 13.369 -8.199
C -6.777 12.803 -9.668
O -6.637 13.414 -10.754
N -6.992 11.248 -9.656
H -6.122 10.858 -9.325
H -7.692 10.875 -9.030
C -7.392 10.726 -11.048
H -6.325 12.564 -7.502
H -7.525 13.729 -7.844
H -5.850 14.197 -8.211
H -6.734 11.128 -11.818
H -8.417 11.029 -11.262
H -7.289 9.642 -11.012
C -8.344 10.848 -14.883
C -9.275 12.092 -14.839
O -9.957 12.383 -13.885
N -9.475 12.848 -16.127
H -8.643 13.399 -16.285
H -9.577 12.127 -16.827
C -10.702 13.780 -16.192
H -8.853 10.117 -15.511
H -8.211 10.469 -13.869
H -7.345 11.046 -15.274
H -10.564 14.235 -17.173
H -10.544 14.459 -15.355
H -11.629 13.207 -16.175
C -10.395 6.428 -8.184
C -9.043 6.819 -7.739
O -8.552 6.509 -6.697
N -8.322 7.842 -8.587
H -8.644 7.589 -9.510
H -8.747 8.749 -8.455
C -6.756 7.697 -8.298
H -11.142 7.222 -8.158
H -10.550 5.510 -7.617
H -10.274 6.088 -9.212
H -6.268 6.724 -8.364
H -6.623 8.116 -7.301
H -6.337 8.327 -9.083
C -5.995 16.920 -10.946
C -4.546 16.477 -11.132
C -3.989 16.073 -9.746
N -2.439 15.823 -9.659
C -2.173 14.342 -10.003
C -1.850 16.248 -8.249
C -0.388 16.533 -8.669
C -0.329 17.007 -10.143
C -1.772 16.853 -10.652
H -6.025 17.627 -10.117
H -6.632 16.036 -10.899
H -6.346 17.453 -11.830
H -4.131 17.424 -11.477
H -4.321 15.789 -11.947
H -4.617 15.284 -9.330
H -4.170 16.979 -9.168
H -2.345 13.710 -9.132
H -1.096 14.312 -10.166
H -2.712 14.100 -10.919
H -1.921 15.372 -7.603
H -2.335 17.168 -7.925
H 0.158 15.590 -8.682
H 0.146 17.129 -7.928
H 0.467 16.519 -10.705
H -0.145 18.080 -10.196
H -1.818 16.504 -11.683
H -2.236 17.825 -10.484
C -1.864 17.139 -5.140
C -1.787 15.924 -4.211
C -3.179 15.813 -3.537
N -3.503 14.467 -2.929
C -2.341 14.126 -1.990
C -3.698 13.391 -4.029
C -5.201 13.153 -4.184
C -5.876 14.315 -3.330
C -4.871 14.630 -2.181
H -1.100 17.072 -5.915
H -1.519 18.030 -4.616
H -2.821 17.290 -5.638
H -1.044 16.156 -3.449
H -1.474 15.046 -4.776
H -3.960 16.082 -4.249
H -3.318 16.502 -2.704
H -1.847 13.260 -2.432
H -2.708 13.743 -1.038
H -1.642 14.939 -1.797
H -3.361 12.387 -3.768
H -3.173 13.814 -4.885
H -5.320 12.156 -3.760
H -5.553 13.160 -5.215
H -6.859 14.068 -2.930
H -6.010 15.217 -3.927
H -4.796 13.743 -1.552
H -4.973 15.568 -1.634
N -4.622 10.220 -9.128
S -3.550 9.517 -9.873
O -3.431 8.182 -9.454
O -2.452 10.269 -10.458
F -4.446 9.321 -11.221
S -3.764 10.416 -7.709
O -2.335 10.241 -7.628
O -4.630 10.097 -6.609
F -4.051 12.065 -7.698
N -9.143 10.346 -8.101
S -10.621 10.853 -8.277
O -10.913 12.261 -8.395
O -11.693 10.021 -7.686
F -10.707 10.353 -9.789
S -9.189 10.667 -6.419
O -9.735 9.603 -5.628
O -9.377 11.988 -5.894
F -7.584 10.566 -6.084
N -8.962 7.238 -11.067
S -7.962 6.631 -12.390
O -7.388 7.588 -13.345
O -8.258 5.282 -12.851
F -6.701 6.338 -11.456
S -10.009 7.665 -12.082
O -10.900 6.679 -12.731
O -9.699 8.907 -12.707
F -11.064 8.134 -11.033
*
```

frontier orbital gap	8.01	eV
energy	-160194.1994	eV
lowest unoccupied orbital energy	-6.4152	eV
HOMO energy	-14.422	eV

Among the records above, which one has the highest HOMO energy? C31H71BrNO24P4S4

Which of these has the highest frontier orbital gap? C31H71F6N10O15S6

The lowest lowest unoccupied orbital energy belongs to which entry? C31H70N6O6